{"formula": "C21H30GdN2O2P2", "method": "ωB97M-V/def2-TZVPD", "species": ["C", "C", "C", "C", "C", "C", "C", "C", "C", "C", "C", "C", "C", "H", "H", "H", "H", "H", "H", "H", "N", "Gd", "C", "H", "H", "C", "H", "H", "P", "P", "C", "H", "H", "H", "C", "H", "H", "H", "C", "H", "H", "H", "C", "H", "H", "H", "H", "H", "N", "C", "C", "O", "O", "H", "H", "H", "H", "H"], "coordinates": [[-1.350, 3.166, -2.424], [-1.101, 1.851, -2.030], [0.236, 1.348, -1.998], [1.279, 2.149, -2.580], [0.981, 3.487, -2.961], [-0.294, 4.005, -2.828], [2.528, 1.558, -2.766], [2.755, 0.218, -2.458], [1.668, -0.551, -1.913], [1.797, -1.978, -1.927], [3.043, -2.555, -2.172], [4.162, -1.765, -2.471], [3.998, -0.413, -2.708], [-2.390, 3.517, -2.398], [1.782, 4.091, -3.394], [-0.536, 5.047, -3.061], [3.320, 2.147, -3.230], [3.117, -3.653, -2.133], [5.128, -2.258, -2.577], [4.815, 0.197, -3.094], [0.553, 0.125, -1.418], [0.111, -0.213, 0.955], [-2.293, 1.021, -1.564], [-2.325, 0.027, -2.036], [-3.259, 1.527, -1.745], [0.626, -2.914, -1.624], [-0.239, -2.681, -2.258], [0.910, -3.965, -1.838], [-2.244, 0.839, 0.245], [0.190, -2.788, 0.160], [1.560, -3.752, 0.866], [1.527, -3.662, 1.960], [1.500, -4.816, 0.592], [2.518, -3.343, 0.511], [-1.330, -3.741, 0.463], [-1.157, -4.822, 0.394], [-1.670, -3.523, 1.489], [-2.123, -3.441, -0.242], [-2.533, 2.533, 0.802], [-3.521, 2.824, 0.429], [-2.524, 2.588, 1.898], [-1.780, 3.223, 0.402], [-3.720, -0.099, 0.686], [-3.695, -0.316, 1.761], [-4.587, 0.518, 0.432], [-3.751, -1.041, 0.125], [2.339, 1.862, 0.908], [1.975, 2.310, 1.427], [0.004, 1.080, 5.512], [-1.250, 0.528, 4.929], [-0.900, 0.022, 3.558], [-1.560, -0.778, 2.851], [0.232, 0.496, 3.136], [0.714, 0.341, 5.614], [-0.116, 1.508, 6.432], [0.441, 1.775, 4.872], [-1.660, -0.256, 5.591], [-1.901, 1.399, 4.844]], "charge": 1, "lumo_energy_ev": [-3.53, -3.49], "spin_multiplicity": 8, "max_force_ev_per_a": 2.83, "homo_energy_ha": [-0.2680, -0.2641], "s2": 16.812, "orbital_gap_ev": [3.77, 3.69], "total_energy_ev": -68744.745}



{"formula": "C21H30N2O4S", "method": "ωB97M-V/def2-TZVPD", "species": ["C", "C", "C", "C", "N", "C", "C", "O", "C", "O", "C", "C", "C", "C", "S", "O", "O", "N", "C", "C", "C", "C", "C", "C", "C", "C", "C", "C", "H", "H", "H", "H", "H", "H", "H", "H", "H", "H", "H", "H", "H", "H", "H", "H", "H", "H", "H", "H", "H", "H", "H", "H", "H", "H", "H", "H", "H", "H"], "coordinates": [[2.407, 7.813, -2.700], [3.353, 6.699, -2.267], [2.667, 5.338, -2.154], [1.632, 5.296, -1.027], [1.157, 3.948, -0.778], [0.226, 3.401, -1.732], [1.600, 3.298, 0.321], [2.323, 3.810, 1.153], [1.184, 1.867, 0.462], [0.473, 1.524, 1.574], [0.359, 0.183, 1.566], [-0.283, -0.616, 2.504], [-0.255, -1.979, 2.288], [0.381, -2.511, 1.169], [0.371, -4.291, 0.978], [0.945, -4.893, 2.146], [0.943, -4.611, -0.302], [-1.271, -4.590, 0.996], [-1.753, -5.732, 1.740], [-2.782, -5.299, 2.786], [-4.115, -4.852, 2.191], [-3.987, -3.757, 1.131], [-3.425, -4.280, -0.194], [-1.897, -4.255, -0.261], [1.016, -1.733, 0.232], [1.009, -0.353, 0.433], [1.548, 0.773, -0.271], [2.350, 0.726, -1.521], [1.649, 8.000, -1.943], [1.910, 7.552, -3.632], [2.961, 8.735, -2.856], [3.800, 6.955, -1.304], [4.161, 6.618, -2.997], [2.191, 5.094, -3.107], [3.425, 4.578, -1.948], [2.091, 5.646, -0.100], [0.775, 5.930, -1.267], [-0.533, 4.152, -1.963], [0.728, 3.119, -2.661], [-0.265, 2.523, -1.319], [-0.765, -0.181, 3.364], [-0.714, -2.663, 2.982], [-0.886, -6.157, 2.248], [-2.171, -6.491, 1.069], [-2.348, -4.481, 3.364], [-2.958, -6.133, 3.468], [-4.746, -4.485, 3.004], [-4.621, -5.714, 1.749], [-3.353, -2.952, 1.504], [-4.982, -3.346, 0.948], [-3.797, -3.671, -1.020], [-3.786, -5.297, -0.354], [-1.550, -3.245, -0.502], [-1.547, -4.925, -1.060], [1.496, -2.198, -0.614], [1.725, 0.436, -2.366], [3.141, -0.016, -1.423], [2.799, 1.694, -1.726]], "lumo_energy_ev": 0.51, "max_force_ev_per_a": 1.13, "homo_energy_ha": -0.3198, "orbital_gap_ev": 9.21, "total_energy_ev": -44269.392}



{"formula": "C21H30N2RuSi", "method": "ωB97M-V/def2-TZVPD", "species": ["C", "C", "C", "H", "C", "C", "H", "H", "H", "H", "Ru", "C", "H", "H", "H", "Si", "C", "C", "H", "C", "H", "C", "H", "C", "H", "C", "H", "C", "C", "H", "C", "H", "C", "H", "C", "H", "C", "H", "H", "H", "N", "C", "C", "C", "N", "H", "H", "H", "H", "H", "H", "H", "H", "H", "H"], "coordinates": [[0.804, 2.444, 1.827], [-0.169, 2.554, 0.747], [-1.493, 2.359, 1.316], [0.046, 2.754, -0.256], [-1.373, 2.138, 2.752], [0.062, 2.185, 3.081], [0.479, 2.045, 4.031], [1.846, 2.523, 1.742], [-2.396, 2.388, 0.771], [-2.139, 1.964, 3.431], [-0.304, 0.412, 1.602], [-1.801, -3.376, -3.821], [-2.506, -3.387, -2.985], [-2.089, -2.596, -4.538], [-0.789, -3.185, -3.454], [-0.394, -0.451, -0.735], [1.276, -0.460, -1.648], [2.056, 0.692, -1.696], [1.714, 1.608, -1.228], [3.316, 0.691, -2.337], [3.904, 1.606, -2.364], [3.803, -0.475, -2.919], [4.776, -0.481, -3.402], [3.030, -1.633, -2.878], [3.400, -2.551, -3.335], [1.770, -1.628, -2.255], [1.183, -2.536, -2.243], [-1.535, 0.619, -1.808], [-1.131, 1.131, -3.049], [-0.164, 0.860, -3.461], [-1.956, 2.006, -3.776], [-1.612, 2.397, -4.732], [-3.207, 2.365, -3.284], [-3.848, 3.039, -3.849], [-3.632, 1.852, -2.062], [-4.610, 2.119, -1.664], [-2.799, 0.987, -1.332], [-3.150, 0.617, -0.372], [-0.880, -1.843, -0.974], [-1.825, -4.357, -4.328], [-0.512, -1.435, 2.807], [-0.360, -1.135, 4.299], [1.072, -1.443, 4.740], [2.049, -1.197, 3.633], [1.562, 0.039, 2.986], [-0.433, -1.982, 1.915], [-0.589, -2.470, 2.945], [-0.576, -0.082, 4.390], [-1.107, -1.682, 4.857], [1.277, -0.802, 5.588], [1.204, -2.478, 5.026], [3.064, -1.014, 3.942], [2.073, -2.082, 2.976], [2.078, 0.856, 3.319], [1.535, -0.486, 2.061]], "charge": 1, "lumo_energy_ev": [-2.61, -5.41], "spin_multiplicity": 6, "max_force_ev_per_a": 4.07, "homo_energy_ha": [-0.3514, -0.4225], "s2": 8.766, "orbital_gap_ev": [6.96, 6.09], "total_energy_ev": -35688.540}



{"formula": "C21H30N4O4", "method": "ωB97M-V/def2-TZVPD", "species": ["C", "C", "O", "C", "C", "C", "C", "C", "O", "N", "C", "C", "O", "N", "C", "C", "C", "N", "N", "C", "C", "C", "C", "C", "C", "C", "O", "C", "C", "H", "H", "H", "H", "H", "H", "H", "H", "H", "H", "H", "H", "H", "H", "H", "H", "H", "H", "H", "H", "H", "H", "H", "H", "H", "H", "H", "H", "H", "H"], "coordinates": [[2.340, -0.340, -5.814], [0.982, 0.347, -5.917], [0.100, -0.016, -4.873], [0.280, 0.480, -3.611], [1.189, 1.487, -3.297], [1.293, 1.993, -2.017], [0.461, 1.527, -1.010], [0.622, 2.085, 0.359], [1.688, 2.512, 0.767], [-0.492, 2.068, 1.128], [-0.504, 2.608, 2.470], [-1.479, 1.790, 3.317], [-2.664, 2.058, 3.361], [-0.921, 0.766, 3.985], [-1.735, -0.165, 4.731], [-2.127, -1.397, 3.908], [-0.943, -2.330, 3.625], [0.008, -1.790, 2.693], [1.053, -1.077, 3.140], [1.786, -0.772, 2.080], [3.039, 0.015, 2.196], [1.191, -1.298, 0.920], [0.049, -1.940, 1.348], [-0.986, -2.686, 0.586], [-0.436, 0.510, -1.307], [-0.522, -0.046, -2.577], [-1.447, -1.048, -2.685], [-1.329, -2.059, -3.672], [-0.058, -2.888, -3.523], [2.212, -1.420, -5.833], [2.845, -0.068, -4.891], [2.962, -0.047, -6.655], [1.095, 1.436, -5.970], [0.467, 0.015, -6.823], [1.827, 1.896, -4.064], [2.015, 2.761, -1.789], [-1.387, 1.864, 0.713], [-0.846, 3.651, 2.464], [0.518, 2.563, 2.851], [0.036, 0.475, 3.802], [-1.187, -0.471, 5.625], [-2.641, 0.371, 5.024], [-2.879, -1.960, 4.463], [-2.575, -1.064, 2.971], [-1.312, -3.280, 3.229], [-0.404, -2.523, 4.557], [3.302, 0.137, 3.244], [3.850, -0.490, 1.675], [2.906, 0.998, 1.743], [1.549, -1.209, -0.085], [-1.988, -2.412, 0.912], [-0.867, -3.762, 0.720], [-0.895, -2.456, -0.472], [-1.072, 0.085, -0.546], [-1.389, -1.633, -4.677], [-2.209, -2.686, -3.500], [-0.005, -3.335, -2.533], [0.822, -2.266, -3.669], [-0.053, -3.681, -4.267]], "lumo_energy_ev": 0.70, "max_force_ev_per_a": 0.75, "homo_energy_ha": -0.3091, "orbital_gap_ev": 9.12, "total_energy_ev": -36415.133}



Question: Number 4 is which compound?
Answer: C21H30N4O4